Record 1
A molecular structure, C23H45Cl3N2O3PSiSn in a non-equilibrium geometry, computed with ωB97M-V/def2-TZVPD.

```
! wB97M-V def2-TZVPD RIJCOSX def2/J DEFGRID3
* xyz -1 1
C 3.19964 3.37290 -0.66218
C 1.85135 3.87635 -1.08055
H 3.96389 4.15010 -0.76137
H 3.48619 2.50770 -1.27530
H 3.17802 3.01332 0.37436
C 1.68173 4.82519 -2.00752
C 2.80435 5.29026 -2.87653
H 0.69209 5.25635 -2.18925
H 3.34314 4.44219 -3.32927
H 3.54374 5.89956 -2.33895
H 2.40397 5.90092 -3.68782
Sn -0.89359 -2.13145 1.34037
Cl -0.18772 -1.21776 3.48371
Cl -0.05696 -3.95644 -0.01594
H -2.02195 -6.25075 2.20873
H -0.02911 -5.87772 5.40290
C -0.93134 -6.16357 2.30469
C 0.41578 -5.72344 4.40979
N -0.61476 -5.32895 3.45912
H -0.54507 -5.69383 1.38412
C -1.22963 -4.16141 3.57849
O -1.94695 -3.69455 2.63120
H 1.19610 -4.95071 4.51419
H -1.12599 -3.61007 4.52337
H -0.47255 -7.14386 2.45128
H 0.87928 -6.65593 4.07696
H 1.91974 0.13336 -2.70712
H 0.61333 2.38629 -3.70375
C 1.16046 -0.40645 -3.29339
C 0.05897 1.59684 -4.23680
N -0.04425 0.39308 -3.43220
H 0.91810 -1.36110 -2.81884
C -1.13247 0.17582 -2.66182
O -1.30221 -0.78377 -1.88766
H -0.95140 1.95618 -4.47604
H -1.91697 0.95155 -2.77965
H 1.56078 -0.56913 -4.30164
H 0.59047 1.36917 -5.16848
O 0.96086 1.86361 -1.03481
C 0.71262 3.04879 -0.48114
C -1.47347 3.73614 -1.69899
C -0.73429 3.66275 -0.51318
H -1.02907 3.38607 -2.62691
C -2.78861 4.23567 -1.65758
H 0.92738 3.01713 0.61371
C -1.27566 4.16177 0.66734
H -3.38002 4.23574 -2.57489
C -3.33320 4.71287 -0.47905
C -2.56898 4.69510 0.69675
H -0.66531 4.12713 1.57848
H -4.35540 5.10448 -0.45364
H -2.99173 5.07084 1.62128
Si 3.03412 -1.67868 0.70222
Cl 0.93242 -0.71750 0.35058
C 3.53307 -2.86853 -0.66691
C 2.76617 -2.75522 2.20567
C 4.21197 -0.29069 1.00046
H 3.22858 -2.55155 -1.67375
H 3.08977 -3.85961 -0.47086
H 4.63316 -2.97512 -0.65888
H 4.56699 0.14408 0.05440
H 5.08194 -0.71453 1.52805
H 3.77742 0.50288 1.62257
H 1.73496 -2.72474 2.56435
H 3.39308 -2.41271 3.03529
H 3.02549 -3.80079 1.99826
C -3.35981 0.70222 0.15111
P -3.07716 -0.94297 0.84385
C -3.91329 -0.95557 2.44517
C -3.93568 -2.13083 -0.20825
H -2.71998 1.44494 0.64738
H -4.41700 0.99367 0.27596
H -3.10349 0.68915 -0.91592
H -4.62707 -0.12123 2.49408
H -4.44285 -1.90139 2.60080
H -3.17374 -0.83049 3.24742
H -5.01824 -2.06173 -0.04623
H -3.68995 -1.90874 -1.25528
H -3.59421 -3.14864 0.01985
*
```

Results
ΔE to the lowest compared entry with this formula, charge and spin ... 62.6 kcal per mole
HOMO ... -0.0761 Eh
Frontier orbital gap ... 4.7 eV

Record 2
6 unconnected molecules or ions with the total composition C23H45N3O19P in a non-equilibrium geometry, computed with ωB97M-V/def2-TZVPD.

```
! wB97M-V def2-TZVPD RIJCOSX def2/J DEFGRID3
* xyz 1 1
O -2.91207 1.81463 3.43703
N -2.15634 2.62830 3.11574
O -0.84973 2.03991 2.88333
C -0.28933 1.90489 4.14517
C -0.38355 3.01233 5.05988
N 0.25007 2.48633 6.20603
P 0.39584 3.45714 7.72869
O -0.17444 2.36382 8.88765
O -0.88468 4.55289 7.56286
C 0.68252 1.21766 6.02927
N 0.35030 0.82784 4.74105
H -0.85053 4.00397 4.92221
H -0.98116 1.95003 8.51831
H -1.68877 3.98793 7.56707
H 1.19458 0.60508 6.79882
H 0.51019 -0.07883 4.29700
C -0.41443 0.23504 0.04284
C 0.41460 -0.36515 1.16090
O 0.72420 -1.73316 0.89172
C 1.72586 -1.93355 0.01679
O 2.36732 -1.07376 -0.52724
O 1.86533 -3.24772 -0.15541
C 2.84509 -3.60510 -1.13618
H -1.29908 -0.37592 -0.14767
H -0.72985 1.24818 0.29622
H 0.15266 0.27493 -0.88758
H -0.16428 -0.35389 2.08819
H 1.32678 0.21158 1.34001
H 3.80305 -3.12753 -0.93134
H 2.48890 -3.33922 -2.13179
H 2.98111 -4.68388 -1.09266
C -0.74320 -5.59221 -4.82547
C 0.12076 -6.69559 -5.40384
O 0.71209 -6.29099 -6.64469
C 1.77845 -5.48927 -6.54077
O 2.27536 -5.09917 -5.51472
O 2.18121 -5.17614 -7.77654
C 3.26537 -4.24542 -7.81373
H -1.47855 -5.25686 -5.55975
H -1.26539 -5.93994 -3.93269
H -0.14214 -4.72237 -4.55523
H -0.49903 -7.56491 -5.62522
H 0.88868 -7.01744 -4.69748
H 4.09867 -4.58216 -7.19703
H 2.92172 -3.26205 -7.49042
H 3.60683 -4.17116 -8.84508
C 3.21556 3.18442 14.42246
C 3.28976 4.66045 14.08623
O 2.97101 4.89298 12.70571
C 1.67090 4.87392 12.40496
O 0.76476 4.69442 13.17542
O 1.54828 5.06807 11.08176
C 0.20617 4.98247 10.61120
H 3.83678 2.60372 13.73710
H 3.55114 3.00521 15.44462
H 2.19555 2.80906 14.32512
H 4.30977 5.01635 14.23225
H 2.64415 5.25407 14.73612
H -0.45552 5.64188 11.17353
H -0.14200 3.95172 10.66856
H 0.19808 5.29716 9.57041
C -5.61785 2.43975 2.30962
C -5.52313 3.89434 1.89145
O -5.78179 4.04610 0.49384
C -7.07646 4.01089 0.14251
O -8.00793 3.87739 0.89252
O -7.14675 4.12695 -1.18562
C -8.47267 4.01567 -1.70825
H -4.97160 1.81814 1.68516
H -5.32684 2.31913 3.35287
H -6.63400 2.06132 2.19132
H -4.50717 4.25723 2.05958
H -6.19278 4.52558 2.47924
H -9.15318 4.70725 -1.21196
H -8.82796 2.98955 -1.60711
H -8.43287 4.26828 -2.76618
C 3.35241 -1.93449 -14.97571
C 4.33829 -2.67270 -14.09209
O 3.75563 -2.98962 -12.82082
C 2.93281 -4.04522 -12.81227
O 2.65894 -4.73814 -13.75710
O 2.44778 -4.18131 -11.57136
C 1.47917 -5.22442 -11.44283
H 2.95501 -1.05894 -14.45789
H 3.83117 -1.61284 -15.90175
H 2.50163 -2.56802 -15.23099
H 5.19591 -2.03077 -13.88806
H 4.71730 -3.57397 -14.57800
H 1.86104 -6.16937 -11.82926
H 0.55947 -4.94322 -11.95750
H 1.26107 -5.34953 -10.38308
*
```

Results
HOMO ... -0.4290 Eh
Frontier orbital gap ... 6.9 eV

Record 3
8 unconnected molecules or ions with the total composition C23H46B4F16N5O3 in a non-equilibrium geometry, computed with ωB97M-V/def2-TZVPD.

```
! wB97M-V def2-TZVPD RIJCOSX def2/J DEFGRID3
* xyz 1 1
C -4.59332 4.10190 -2.64109
C -3.27188 3.57674 -2.05387
O -2.60338 4.28895 -1.32390
N -2.75508 2.25094 -2.56876
H -2.74044 1.58881 -1.79101
H -3.43430 1.83658 -3.19861
C -1.39221 2.44230 -3.25249
H -5.49893 4.04160 -2.03692
H -4.79234 3.56196 -3.56701
H -4.50405 5.17480 -2.80847
H -1.51242 3.12589 -4.09119
H -1.22049 1.41745 -3.57716
H -0.70253 2.83772 -2.51180
C -3.95987 2.42696 3.09538
N -2.69851 2.60303 2.37656
C -1.79778 1.63111 2.42278
C -0.52030 1.81209 1.87120
C -0.15021 3.04711 1.23857
C -1.18056 3.95437 1.16339
C -2.43563 3.70313 1.66242
C 1.17903 3.27784 0.52697
C 2.26817 2.53307 0.92569
C 3.39015 2.58495 0.12050
N 3.41440 3.35885 -1.00024
C 2.36481 4.11320 -1.38748
C 1.14911 3.97568 -0.69546
C 4.70389 3.56259 -1.61054
H -4.26098 3.37610 3.53131
H -3.81115 1.59772 3.78662
H -4.69193 1.93193 2.45497
H -2.08025 0.70578 2.90607
H 0.15640 0.97228 1.95530
H -0.97866 4.91223 0.70580
H -3.24758 4.41543 1.68466
H 2.16377 1.76182 1.67773
H 4.24627 1.94795 0.28853
H 2.53396 4.83067 -2.17630
H 0.30612 4.45946 -1.16650
H 4.55107 4.24782 -2.44248
H 5.02255 2.59402 -1.99367
H 5.36649 3.99773 -0.86461
C 4.93493 -2.33996 0.63615
C 4.78793 -2.49796 -0.91223
C 4.69061 -3.97117 -1.26877
O 4.17928 -4.19178 -2.60816
C 3.85074 -5.54178 -2.85662
N 3.65632 -1.70067 -1.51726
H 2.77964 -1.95396 -1.06383
H 3.83429 -0.70495 -1.47200
H 3.43097 -1.84531 -2.49776
H 4.07533 -2.78026 1.14118
H 5.08036 -1.27991 0.83755
H 5.78176 -2.94643 0.95593
H 5.67440 -2.11419 -1.41948
H 4.01443 -4.40170 -0.52721
H 5.67091 -4.44782 -1.24686
H 4.50649 -6.28840 -2.40301
H 4.03183 -5.61992 -3.92808
H 2.84925 -5.73886 -2.47242
C -2.91370 -3.30710 -0.22333
C -2.40825 -2.38552 0.88738
C -3.05563 -2.43717 2.30238
O -2.48163 -1.48152 3.16102
C -3.06663 -1.41161 4.42595
N -0.88795 -2.13873 0.87033
H -0.45441 -1.93869 1.76717
H -0.25327 -2.85010 0.50902
H -0.72540 -1.33149 0.29520
H -2.55359 -4.31200 -0.00170
H -2.58759 -3.07578 -1.23669
H -3.99747 -3.29220 -0.33550
H -2.70533 -1.39197 0.54669
H -2.86255 -3.39178 2.79823
H -4.13086 -2.32862 2.15185
H -3.01521 -2.37772 4.93467
H -4.10194 -1.07158 4.49643
H -2.45678 -0.80140 5.09337
B 2.07343 -0.55202 3.17802
F 0.85272 -1.08484 2.81438
F 2.88092 -1.44963 3.89457
F 2.80709 -0.20827 2.05086
F 1.86576 0.59435 3.97562
B -4.37550 0.47205 -0.50760
F -5.44394 1.37878 -0.55891
F -3.98736 0.11575 -1.79867
F -3.28422 1.02911 0.16386
F -4.71007 -0.66704 0.17569
B 0.58304 -4.54728 -0.40870
F -0.20781 -4.80290 0.67911
F -0.12786 -3.76993 -1.37769
F 1.70959 -3.87859 -0.02231
F 0.80961 -5.81251 -0.96018
B 0.64760 0.05784 -1.33630
F 1.21841 0.98954 -2.25440
F 1.37676 0.07154 -0.17108
F -0.67628 0.32626 -1.09016
F 0.83537 -1.15279 -1.90061
*
```

Results
HOMO ... -0.4305 Eh
Frontier orbital gap ... 7.0 eV

Record 4
A molecular structure, C23H46BrIrN12O4P in a non-equilibrium geometry, computed with ωB97M-V/def2-TZVPD.

```
! wB97M-V def2-TZVPD RIJCOSX def2/J DEFGRID3
* xyz 2 2
Ir 0.89060 -0.13745 -0.09507
C 2.45431 -2.28484 4.93261
N 1.51775 -1.59493 4.05348
C 0.19637 -1.29775 4.57795
C 1.79849 -1.36829 2.74608
N 0.91880 -1.19724 1.82815
N 3.14837 -1.33564 2.43787
C 3.69692 -0.91869 1.24443
N 5.01477 -0.62329 1.30538
N 2.99845 -0.86066 0.16543
H 1.90343 -2.72171 5.76074
H 3.20416 -1.60839 5.35509
H 2.94940 -3.10297 4.40800
H 0.29268 -1.03971 5.63066
H -0.48752 -2.14731 4.49422
H -0.22809 -0.43792 4.06025
H -0.03740 -1.15460 2.15812
H 3.78561 -1.40619 3.21226
H 5.56558 -0.72690 2.13824
H 5.48442 -0.29351 0.48160
H 3.52523 -0.60309 -0.65869
N -2.15295 4.26850 -2.26864
C -1.90973 2.80850 -2.53204
C -1.05207 2.20181 -1.41349
N -0.73641 0.81004 -1.64413
H -2.73911 4.69040 -2.99098
H -1.26392 4.77262 -2.23731
H -2.60938 4.39559 -1.36312
H -1.39969 2.71642 -3.49016
H -2.87251 2.30340 -2.59713
H -1.57812 2.27664 -0.45691
H -0.10689 2.74716 -1.33074
H -0.24111 0.64863 -2.51484
H -1.54230 0.19449 -1.57699
Br 4.53995 5.51566 -4.23212
C 4.17444 3.65525 -4.16392
C 4.66043 2.82729 -5.17496
N 4.37908 1.53305 -5.17585
C 3.63411 1.00385 -4.22939
C 3.11948 1.76155 -3.16515
C 3.41133 3.12797 -3.14857
C 2.31326 1.11862 -2.12611
O 1.90850 -0.06944 -2.26942
O 1.98747 1.75845 -1.07678
H 5.28088 3.20549 -5.97645
H 3.42683 -0.05861 -4.26995
H 3.03787 3.74732 -2.34461
C -4.20971 -0.99303 -1.28869
N -3.30154 -2.12298 -1.45106
C -3.82821 -3.19277 -2.29485
P -2.26591 -2.41563 -0.17913
O -1.56844 -1.16143 0.24721
N -1.24064 -3.58686 -0.83364
C -0.39223 -3.05955 -1.90124
C -0.47503 -4.37049 0.13328
N -3.05944 -3.13544 1.09201
C -4.47497 -3.47168 1.07569
C -2.51501 -2.96157 2.43020
H -5.12819 -1.26284 -0.75646
H -4.48936 -0.61419 -2.27461
H -3.70626 -0.20774 -0.72257
H -4.83946 -3.49289 -2.00491
H -3.17294 -4.05738 -2.24339
H -3.87141 -2.84550 -3.32959
H -1.00639 -2.57587 -2.66021
H 0.15388 -3.88134 -2.36572
H 0.34299 -2.33503 -1.52484
H -1.14143 -4.75152 0.90416
H 0.32900 -3.77982 0.59153
H -0.02615 -5.22029 -0.38201
H -4.83104 -3.59150 0.05713
H -5.07615 -2.70613 1.57819
H -4.62872 -4.41842 1.59712
H -1.43991 -2.81005 2.36379
H -2.70019 -3.86018 3.02320
H -2.96541 -2.10463 2.94312
O 0.18770 1.36022 1.65161
N 0.14800 2.65964 1.68590
C -0.95389 3.26624 2.18784
C -1.01435 4.63353 2.32068
C 0.05938 5.42167 1.92145
C 1.17397 4.77756 1.39555
C 1.20142 3.40532 1.29128
H -1.73916 2.59588 2.50293
H -1.90282 5.07579 2.74947
H 0.03748 6.49493 2.04095
H 2.03759 5.34601 1.08047
H 2.03120 2.85035 0.88108
*
```

Results
Expectation value of S² ... 1.21
ΔE to the lowest compared entry with this formula, charge and spin ... 109.0 kcal per mole
HOMO (spin up / spin down) ... -0.4417 / -0.4235 Eh
Frontier orbital gap (spin up / spin down) ... 6.6 / 6.1 eV

Record 5
13 unconnected molecules or ions with the total composition C23H46Cl16O15 in a non-equilibrium geometry, computed with ωB97M-V/def2-TZVPD.

```
! wB97M-V def2-TZVPD RIJCOSX def2/J DEFGRID3
* xyz 0 1
C -2.46550 2.86637 2.76229
O -2.90829 4.20892 2.88522
C -3.57097 4.80402 1.91542
O -3.94878 4.32299 0.86968
O -3.87074 6.02604 2.28948
C -4.45179 6.96190 1.42163
H -3.22420 2.15592 2.44333
H -2.05517 2.50511 3.70490
H -1.61126 2.85319 2.08773
H -5.49259 6.76987 1.16806
H -3.83768 7.05102 0.52090
H -4.37964 7.93399 1.90812
C 0.09441 1.86698 -0.72737
O 0.50032 0.61874 -0.19770
C -0.25841 0.07972 0.73535
O -1.26745 0.52694 1.22670
O 0.28447 -1.06348 1.09184
C -0.35471 -1.99848 1.91523
H -0.66571 2.48804 -0.26084
H -0.12689 1.75921 -1.79304
H 1.01484 2.46023 -0.67841
H -0.67718 -1.62209 2.88330
H 0.39297 -2.75922 2.14221
H -1.16733 -2.54001 1.42682
C -1.24313 1.56394 -5.13602
O -1.54203 0.18834 -5.33000
C -2.75977 -0.25889 -5.02683
O -3.08796 -1.38796 -5.20917
O -3.55559 0.71982 -4.60483
C -4.85668 0.42228 -4.13300
H -1.23806 1.90078 -4.09913
H -2.05847 2.17772 -5.53080
H -0.32820 1.77663 -5.67517
H -4.78769 0.03939 -3.10864
H -5.33129 -0.30605 -4.78796
H -5.35927 1.37744 -3.99292
C 0.15167 -4.83037 -2.48772
O -0.22777 -3.45536 -2.65887
C -1.30671 -3.03084 -2.00988
O -2.14143 -3.72313 -1.49600
O -1.32007 -1.70536 -2.06836
C -2.47556 -1.08989 -1.51027
H 0.87806 -4.89349 -1.68030
H 0.70940 -5.09345 -3.38547
H -0.72046 -5.47082 -2.42060
H -3.39526 -1.50210 -1.92163
H -2.44499 -0.04860 -1.84024
H -2.47511 -1.10269 -0.42302
C 2.28889 -4.52909 4.29036
O 3.06350 -4.18297 3.17422
C 3.94933 -5.05384 2.72899
O 4.35228 -5.99377 3.35779
O 4.32724 -4.66775 1.52076
C 5.43750 -5.34456 0.94654
H 1.33623 -3.99654 4.20039
H 2.72842 -4.32334 5.26403
H 1.87892 -5.54283 4.30893
H 5.16963 -6.29213 0.47953
H 6.17225 -5.54565 1.72679
H 5.89056 -4.69640 0.20191
C 0.73588 0.92209 4.48451
Cl 0.47564 1.55434 6.13084
Cl 1.21213 -0.77922 4.55589
H -0.23908 1.00674 4.01472
H 1.46028 1.54394 3.97106
C 3.66714 0.19487 0.88354
Cl 3.79609 1.82601 1.53598
Cl 5.25027 -0.42613 0.41469
H 3.21251 -0.44698 1.62820
H 3.06419 0.33424 -0.00663
C 2.47143 -1.78314 -2.11211
Cl 3.26663 -2.95007 -3.13737
Cl 2.40585 -2.46812 -0.47362
H 2.88367 -0.77630 -2.12726
H 1.42372 -1.62738 -2.36338
C 4.33373 3.50254 -2.71849
Cl 2.78800 4.00792 -2.05790
Cl 4.42278 1.70221 -2.83587
H 4.39705 3.79849 -3.75878
H 5.09086 3.98379 -2.11180
C -0.66197 6.00256 -3.38680
Cl 0.91407 6.79213 -3.82510
Cl -0.34274 4.28269 -3.07885
H -0.94907 6.44298 -2.44038
H -1.33225 6.23690 -4.20222
C -3.26301 -0.92311 3.65546
Cl -3.36757 -2.66141 3.46963
Cl -2.43565 -0.42740 5.11892
H -2.70952 -0.53244 2.80608
H -4.27567 -0.53744 3.69957
C 1.34597 -6.95437 0.53340
Cl 0.06546 -7.84929 -0.29526
Cl 0.55354 -5.64113 1.50061
H 1.95308 -7.54011 1.21151
H 1.93457 -6.39156 -0.18140
C 1.02345 5.33050 1.61886
Cl 1.12565 3.84958 2.56919
Cl -0.18589 5.22654 0.38932
H 0.85756 6.17743 2.28640
H 2.00009 5.62269 1.23057
*
```

Results
ΔE to the lowest compared entry with this formula, charge and spin ... 0.0 kcal per mole
HOMO ... -0.3850 Eh
Frontier orbital gap ... 10.6 eV